C4H9NO | the ωB97M-V functional and the def2-TZVPD basis

Each line ends with the Mulliken charge.
Geometry (Å):
1 C 2.035 0.130 0.021  -1.0810
2 C 0.624 0.537 -0.520  -0.3619
3 O -0.437 -0.427 -0.146  -0.4099
4 C -1.721 -0.546 -0.854  -0.7429
5 H 2.096 -0.956 0.040  0.3059
6 H 2.843 0.482 -0.652  0.3347
7 H 2.266 0.514 1.024  0.3011
8 H 0.635 0.471 -1.600  0.4917
9 H 0.459 1.599 -0.212  0.2517
10 H -2.184 -1.556 -0.752  0.2600
11 H -1.544 -0.405 -1.908  0.3411
12 H -2.521 0.147 -0.532  0.3219
13 C -0.844 -0.013 1.943  0.2095
14 N -0.128 0.778 2.388  -0.4907
15 H -1.580 -0.756 1.762  0.2686

* SMILES: CCOC.C#N
* highest occupied orbital energy: -9.9 eV
* molar mass: 87.12 g mol⁻¹
* total energy: -7829.16093 eV
* HOMO-LUMO gap: 10.8 eV
* energy relative to the best compared isomer or geometry (same formula, charge and spin): 72.8 kcal/mol